Record 1
The following is a DFT calculation (ωB97M-V/def2-TZVPD) of 13 unconnected molecules or ions with the total composition C35H52Cl10F2O18 at a distorted geometry.

As for the charge: 0. The calculation puts the HOMO-LUMO gap at 0.38059 Eh.

Element x y z (Å)
O1 16.22 12.53 16.24
C1 15.62 11.95 15.38
O2 16.21 10.88 14.82
C2 15.38 10.32 13.78
C3 14.17 11.18 13.72
C4 14.23 12.17 14.85
H1 15.10 9.27 13.97
H2 15.97 10.28 12.87
H3 13.29 10.51 13.72
H4 14.14 11.73 12.73
H5 13.56 11.87 15.63
H6 14.03 13.22 14.59
O3 14.21 9.36 10.53
C5 13.35 9.96 9.96
O4 12.38 10.64 10.60
C6 11.17 10.78 9.74
C7 11.78 10.77 8.34
C8 13.09 9.98 8.43
H7 10.75 11.75 10.02
H8 10.45 10.04 9.99
H9 11.89 11.82 8.10
H10 10.98 10.51 7.61
H11 14.02 10.43 7.96
H12 12.93 8.92 8.09
O5 12.76 17.15 15.25
C9 12.73 16.60 16.31
O6 12.00 15.49 16.55
C10 12.22 15.00 17.93
C11 13.53 15.59 18.32
C12 13.40 16.94 17.59
H13 12.09 13.94 17.95
H14 11.44 15.46 18.62
H15 14.46 15.12 17.90
H16 13.58 15.84 19.37
H17 14.33 17.52 17.54
H18 12.75 17.55 18.24
O7 16.38 12.76 12.24
C13 17.25 12.75 11.38
O8 17.66 13.76 10.63
C14 18.76 13.44 9.85
C15 19.16 11.98 10.17
C16 18.08 11.56 11.11
H19 19.58 14.13 9.99
H20 18.55 13.72 8.81
H21 20.14 12.00 10.60
H22 19.16 11.43 9.21
H23 18.37 11.15 12.12
H24 17.41 10.87 10.55
O9 11.24 11.82 16.19
C17 10.57 12.43 15.38
O10 9.49 13.27 15.72
C18 9.06 14.09 14.55
C19 9.49 13.18 13.38
C20 10.77 12.55 13.88
H25 9.63 15.02 14.53
H26 8.01 14.24 14.82
H27 9.66 13.75 12.45
H28 8.71 12.47 13.20
H29 11.56 13.26 13.77
H30 10.99 11.54 13.53
O11 13.81 9.60 16.65
C21 12.72 9.55 17.18
O12 12.44 10.28 18.26
C22 10.98 10.05 18.67
C23 10.78 8.56 18.26
C24 11.62 8.52 17.01
H31 10.52 10.76 17.95
H32 10.85 10.39 19.65
H33 9.71 8.34 18.04
H34 11.12 7.84 19.03
H35 11.01 8.88 16.19
H36 12.09 7.59 16.74
C25 14.01 14.22 10.36
Cl1 12.24 14.12 10.35
Cl2 14.75 13.05 9.28
H37 14.30 15.19 9.97
H38 14.37 13.91 11.37
C26 16.94 7.33 12.12
Cl3 17.77 7.96 13.51
Cl4 16.37 5.71 12.38
H39 16.13 7.90 11.70
H40 17.53 7.35 11.18
C27 16.92 12.83 19.25
Cl5 17.35 14.52 18.82
Cl6 18.26 11.69 19.20
H41 16.50 12.88 20.23
H42 16.20 12.48 18.50
C28 12.38 7.13 13.11
Cl7 11.26 8.45 12.83
Cl8 11.65 5.57 12.68
H43 13.31 7.34 12.63
H44 12.59 7.03 14.13
C29 15.44 16.34 13.33
Cl9 16.04 17.88 12.67
Cl10 16.04 15.94 14.94
H45 14.36 16.30 13.43
H46 15.81 15.59 12.65
C30 19.16 13.93 15.50
C31 18.86 12.82 14.51
O13 19.48 11.76 15.08
C32 20.23 12.13 16.14
O14 20.96 11.41 16.67
O15 20.12 13.48 16.34
F1 19.53 13.12 13.35
H47 18.25 14.27 15.94
H48 19.57 14.63 14.77
H49 17.82 12.61 14.25
C33 16.69 8.29 16.77
C34 17.17 8.49 18.24
O16 17.97 7.41 18.46
C35 17.84 6.45 17.44
O17 18.38 5.43 17.47
O18 16.88 6.91 16.57
F2 16.12 8.51 19.12
H50 17.29 8.88 16.06
H51 15.64 8.50 16.68
H52 17.79 9.36 18.45

Löwdin atomic charge list, values in e, 6 entries: 0.078, -0.474, 0.011, -0.191, -0.173, -0.062

---

Record 2
The following is a DFT calculation (ωB97M-V/def2-TZVPD) of a molecular structure, C35H52N6O3SbSi3Ti at a distorted geometry.

As for the charge: +3. The calculation puts the HOMO-LUMO gap at 0.22680 Eh.

Element x y z (Å)
Ti1 -0.08 0.03 0.91
C1 -3.22 2.67 -1.99
Sb1 -1.75 1.25 -1.46
C2 -1.28 2.44 0.57
C3 -1.99 2.00 1.80
C4 -2.87 2.79 2.52
C5 -3.43 2.29 3.68
C6 -3.08 1.02 4.11
C7 -2.19 0.29 3.35
N1 -1.68 0.76 2.21
Si1 -0.92 4.34 0.19
C8 -2.47 5.31 -0.01
C9 0.06 4.87 1.66
C10 0.10 4.35 -1.34
C11 -2.92 -0.60 -1.40
C12 -2.35 -1.68 -0.52
C13 -2.71 -3.01 -0.77
C14 -2.42 -4.03 0.10
C15 -1.77 -3.73 1.30
C16 -1.38 -2.44 1.48
N2 -1.56 -1.44 0.57
Si2 -4.82 -0.43 -0.92
C17 -5.53 -2.05 -0.38
C18 -4.94 0.68 0.56
C19 -5.82 0.25 -2.32
Si3 -2.74 -1.18 -3.29
C20 -1.04 -1.90 -3.46
C21 -4.02 -2.43 -3.79
C22 -2.85 0.26 -4.46
H1 -2.71 3.62 -2.15
H2 -3.94 2.77 -1.19
H3 -3.70 2.36 -2.90
H4 -3.09 3.79 2.19
H5 -4.12 2.89 4.26
H6 -3.48 0.60 5.03
H7 -1.89 -0.71 3.66
H8 -3.37 4.88 0.43
H9 -2.68 5.49 -1.07
H10 -2.32 6.29 0.46
H11 -0.57 5.34 2.41
H12 0.80 5.62 1.35
H13 0.61 4.06 2.15
H14 -0.49 4.17 -2.25
H15 0.91 3.62 -1.32
H16 0.55 5.34 -1.45
H17 -3.28 -3.23 -1.66
H18 -2.73 -5.04 -0.12
H19 -1.60 -4.47 2.07
H20 -0.89 -2.16 2.40
H21 -5.12 -2.38 0.57
H22 -5.46 -2.86 -1.10
H23 -6.60 -1.86 -0.22
H24 -4.40 0.24 1.41
H25 -5.99 0.77 0.86
H26 -4.56 1.69 0.38
H27 -5.68 -0.30 -3.25
H28 -5.65 1.30 -2.51
H29 -6.87 0.13 -2.04
H30 -0.75 -2.50 -2.60
H31 -0.29 -1.11 -3.61
H32 -0.99 -2.55 -4.34
H33 -3.62 -3.45 -3.75
H34 -4.28 -2.24 -4.84
H35 -4.94 -2.40 -3.22
H36 -2.09 1.04 -4.34
H37 -3.83 0.73 -4.48
H38 -2.67 -0.16 -5.45
O1 0.15 1.84 0.62
O2 0.72 1.40 1.86
C23 2.31 -0.31 4.07
N3 2.79 -1.39 3.19
C24 4.02 -2.09 3.65
C25 2.22 -1.76 2.10
O3 1.14 -1.25 1.63
H39 2.22 -0.71 5.08
H40 1.35 0.06 3.73
H41 3.04 0.49 4.06
H42 4.79 -1.34 3.85
H43 4.36 -2.77 2.88
H44 3.80 -2.63 4.56
H45 2.67 -2.57 1.55
N4 9.43 3.51 -2.44
C26 8.42 2.98 -2.29
C27 7.15 2.31 -2.09
C28 5.97 3.03 -2.22
C29 4.75 2.40 -2.01
C30 4.75 1.06 -1.67
C31 5.91 0.32 -1.55
C32 7.13 0.95 -1.77
N5 3.48 0.39 -1.43
C33 3.09 -0.82 -1.96
C34 1.85 -1.06 -1.47
N6 1.47 0.00 -0.67
C35 2.49 0.85 -0.66
H46 6.00 4.07 -2.50
H47 3.82 2.93 -2.15
H48 5.88 -0.73 -1.30
H49 8.05 0.40 -1.69
H50 3.71 -1.37 -2.65
H51 1.20 -1.88 -1.69
H52 2.56 1.77 -0.11

Löwdin atomic charge list, values in e, 6 entries: 1.099, -0.255, 1.536, -0.349, -0.314, 0.018

---

Record 3
The following is a DFT calculation (ωB97M-V/def2-TZVPD) of a molecular structure, C35H53N8O2Pd at a distorted geometry.

The spin multiplicity is 3. As for the charge: -1. The calculation puts the HOMO-LUMO gap (spin up / spin down) at 0.13266 / 0.23140 Eh.

Element x y z (Å)
Pd1 -0.21 1.29 0.10
N1 0.47 3.55 0.60
C1 -0.39 4.74 0.67
C2 -1.27 4.87 -0.56
C3 -2.41 3.81 -0.58
O1 -3.55 4.22 -0.32
O2 -2.06 2.62 -0.86
H1 1.05 3.46 1.42
H2 1.09 3.63 -0.21
H3 0.22 5.65 0.79
H4 -1.02 4.66 1.56
H5 -0.66 4.76 -1.46
H6 -1.75 5.85 -0.56
C4 0.48 2.08 -2.64
N2 1.88 2.42 -2.51
C5 2.50 2.53 -3.82
C6 2.64 1.80 -1.49
N3 2.04 1.15 -0.53
C7 2.66 0.79 0.66
C8 3.68 1.60 1.24
C9 4.44 1.14 2.29
C10 4.21 -0.12 2.83
C11 3.11 -0.90 2.39
C12 2.82 -2.13 3.02
C13 1.72 -2.88 2.62
C14 0.92 -2.43 1.58
C15 1.20 -1.25 0.90
N4 0.29 -0.84 -0.10
C16 -0.07 -1.53 -1.13
N5 -1.32 -1.39 -1.72
C17 -2.42 -0.68 -1.01
C18 -1.40 -1.18 -3.16
N6 0.74 -2.47 -1.74
C19 2.17 -2.46 -1.53
C20 0.23 -3.61 -2.47
C21 2.30 -0.44 1.30
N7 4.03 1.88 -1.71
C22 4.84 0.71 -1.46
C23 4.72 3.14 -1.53
H7 -0.07 2.91 -3.09
H8 0.04 1.88 -1.64
H9 0.35 1.19 -3.27
H10 1.87 3.16 -4.45
H11 2.60 1.55 -4.31
H12 3.49 2.98 -3.76
H13 3.83 2.60 0.84
H14 5.23 1.77 2.69
H15 4.83 -0.49 3.64
H16 3.45 -2.46 3.83
H17 1.47 -3.80 3.14
H18 0.04 -2.99 1.30
H19 -1.70 0.13 0.65
H20 -3.37 -1.12 -1.34
H21 -2.42 0.37 -1.34
H22 -0.43 -1.32 -3.62
H23 -1.74 -0.16 -3.37
H24 -2.12 -1.88 -3.61
H25 2.49 -1.44 -1.32
H26 2.66 -2.80 -2.45
H27 2.48 -3.10 -0.70
H28 -0.85 -3.67 -2.39
H29 0.65 -4.53 -2.06
H30 0.50 -3.55 -3.53
H31 4.25 -0.19 -1.64
H32 5.24 0.66 -0.44
H33 5.68 0.72 -2.17
H34 4.02 3.97 -1.62
H35 5.49 3.24 -2.31
H36 5.22 3.21 -0.56
C24 -1.53 1.56 2.58
C25 -2.93 0.91 2.70
C26 -3.93 1.57 1.75
C27 -2.96 -0.62 2.66
C28 -3.20 -1.25 3.86
C29 -3.39 -2.62 3.93
C30 -3.42 -3.33 2.75
C31 -3.19 -2.75 1.49
C32 -3.39 -3.77 0.35
C33 -4.04 -3.28 -0.94
C34 -2.11 -4.54 0.01
C35 -2.85 -1.38 1.46
N8 -2.31 -0.66 0.40
H37 -1.56 2.55 3.04
H38 -1.19 1.73 1.52
H39 -0.77 0.97 3.10
H40 -3.27 1.16 3.71
H41 -3.62 1.54 0.71
H42 -4.05 2.63 1.99
H43 -4.91 1.08 1.84
H44 -3.27 -0.66 4.77
H45 -3.56 -3.12 4.88
H46 -3.62 -4.40 2.79
H47 -4.08 -4.50 0.77
H48 -3.31 -2.79 -1.58
H49 -4.87 -2.59 -0.74
H50 -4.44 -4.14 -1.49
H51 -1.37 -3.88 -0.44
H52 -2.33 -5.34 -0.70
H53 -1.67 -4.99 0.90

Löwdin atomic charge list, values in e, 6 entries: 0.709, -0.005, -0.252, -0.119, -0.696, -0.031

---

Record 4
The following is a DFT calculation (ωB97M-V/def2-TZVPD) of 7 unconnected molecules or ions with the total composition C35H54Br2ClF3NO12 at a distorted geometry.

As for the charge: +1. The calculation puts the HOMO-LUMO gap at 0.32953 Eh.

Element x y z (Å)
C1 -5.45 2.99 0.48
C2 -5.26 1.51 0.08
C3 -4.16 1.15 -0.92
Cl1 -4.23 2.17 -2.37
N1 -2.75 1.11 -0.36
C4 -2.28 2.34 0.38
C5 -2.06 3.63 -0.44
C6 -0.80 4.40 -0.03
F1 -0.88 5.66 -0.56
Br1 0.78 3.54 -0.78
C7 -0.55 4.60 1.49
F2 -0.12 3.46 2.05
F3 0.37 5.52 1.68
Br2 -2.16 5.15 2.40
C8 -2.69 -0.02 0.67
C9 -1.23 -0.51 0.68
C10 -0.65 -0.08 -0.68
C11 -1.74 0.70 -1.40
H1 -6.52 3.24 0.44
H2 -4.95 3.67 -0.21
H3 -5.11 3.19 1.50
H4 -6.18 1.14 -0.39
H5 -5.12 0.90 0.98
H6 -4.32 0.13 -1.28
H7 -1.34 2.02 0.83
H8 -2.99 2.51 1.19
H9 -2.90 4.33 -0.34
H10 -1.96 3.41 -1.50
H11 -3.37 -0.81 0.35
H12 -3.07 0.35 1.63
H13 -0.70 -0.08 1.53
H14 -1.27 -1.59 0.81
H15 0.25 0.51 -0.51
H16 -0.39 -0.98 -1.24
H17 -1.33 1.59 -1.88
H18 -2.24 0.11 -2.17
O1 -0.01 -2.91 2.98
C12 0.89 -3.16 2.24
O2 0.96 -2.59 1.01
C13 2.09 -3.10 0.28
C14 3.05 -3.63 1.35
C15 2.08 -4.07 2.44
H19 1.74 -3.90 -0.38
H20 2.50 -2.30 -0.33
H21 3.70 -4.41 0.98
H22 3.67 -2.81 1.72
H23 1.74 -5.10 2.31
H24 2.47 -3.97 3.45
O3 7.73 2.19 -0.57
C16 6.72 2.57 -0.06
O4 6.51 2.47 1.28
C17 5.18 2.90 1.61
C18 4.75 3.81 0.46
C19 5.50 3.19 -0.72
H25 4.55 2.02 1.70
H26 5.22 3.41 2.57
H27 3.67 3.85 0.33
H28 5.11 4.82 0.63
H29 4.94 2.38 -1.19
H30 5.81 3.90 -1.48
O5 0.44 -1.31 -3.21
C20 0.58 -0.57 -4.14
O6 -0.49 0.01 -4.73
C21 -0.07 0.78 -5.88
C22 1.39 1.11 -5.62
C23 1.85 -0.12 -4.83
H31 -0.21 0.16 -6.77
H32 -0.72 1.65 -5.95
H33 1.96 1.27 -6.54
H34 1.47 2.00 -5.01
H35 2.18 -0.93 -5.48
H36 2.63 0.07 -4.10
O7 3.52 -2.63 -5.99
C24 3.10 -3.36 -6.85
O8 2.13 -2.95 -7.70
C25 1.74 -4.04 -8.57
C26 2.93 -4.99 -8.57
C27 3.50 -4.78 -7.17
H37 0.84 -4.50 -8.16
H38 1.51 -3.62 -9.55
H39 2.65 -6.01 -8.80
H40 3.66 -4.67 -9.32
H41 3.03 -5.43 -6.43
H42 4.57 -4.89 -7.10
O9 -5.72 -5.48 5.25
C28 -4.73 -4.86 5.00
O10 -3.76 -5.33 4.18
C29 -2.65 -4.42 4.13
C30 -3.23 -3.07 4.53
C31 -4.33 -3.48 5.50
H43 -1.88 -4.76 4.83
H44 -2.24 -4.44 3.12
H45 -2.48 -2.40 4.95
H46 -3.67 -2.58 3.65
H47 -3.97 -3.58 6.52
H48 -5.20 -2.82 5.50
O11 -1.02 0.88 8.18
C32 -0.68 1.52 7.23
O12 -1.50 1.72 6.16
C33 -0.81 2.44 5.13
C34 0.33 3.17 5.84
C35 0.65 2.22 6.99
H49 -0.44 1.72 4.40
H50 -1.52 3.10 4.65
H51 1.17 3.39 5.18
H52 -0.04 4.12 6.24
H53 1.37 1.45 6.70
H54 0.99 2.70 7.89

Löwdin atomic charge list, values in e, 6 entries: -0.092, -0.225, -0.600, 0.771, -0.216, -0.113

---

Number 1: E_tot -7520.8841 Ha. Number 2: E_tot -3876.5225 Ha. Number 3: E_tot -2081.8367 Ha. Number 4: E_tot -8231.3619 Ha.